--- P ---
Molecular formula: C5H11O2
Method: DFT, ωB97M-V with the def2-TZVPD basis set

HOMO energy = -0.111 hartree
orbital gap = 6.77 eV

Geometry as ORCA input:
```
! RIJCOSX wB97M-V def2-TZVPD def2/J DEFGRID3
* xyz -1 1
C -0.800 0.145 -1.118
O -2.048 0.534 -0.800
C 0.325 1.107 -0.596
C 1.654 0.348 -0.492
C 1.885 -0.349 0.819
C 3.046 -0.280 1.475
H -0.533 -0.828 -0.575
H -0.668 -0.123 -2.182
H 0.060 1.439 0.404
H 0.389 1.858 -1.387
H 1.733 -0.361 -1.325
H 2.578 0.936 -0.638
H 1.017 -0.776 1.313
H 3.878 0.341 1.174
H 3.096 -0.804 2.425
H -3.472 -1.879 0.238
H -2.841 -0.494 0.200
O -3.165 -1.205 0.829
*
```

These are the natural (NBO) partial charges, in e, on atoms 1 to 4:
1. C 0.003
2. O -0.953
3. C -0.438
4. C -0.449


--- Q ---
Molecular formula: C5H11O2
Method: DFT, ωB97M-V with the def2-TZVPD basis set

HOMO energy = -0.141 hartree
orbital gap = 7.39 eV

Geometry as ORCA input:
```
! RIJCOSX wB97M-V def2-TZVPD def2/J DEFGRID3
* xyz -1 1
C 0.583 0.812 -1.923
C 1.934 0.425 -1.307
C -0.627 0.284 -1.123
H 0.469 1.886 -2.062
H 0.556 0.371 -2.920
H 2.687 1.101 -1.726
H -0.764 -0.783 -1.283
H -0.586 0.544 -0.074
H 2.148 -0.629 -1.483
H 1.973 0.543 -0.222
H -1.507 0.694 -1.632
C -0.581 -0.215 2.296
C -1.470 -1.488 2.127
O -0.867 -2.573 2.301
O -2.678 -1.283 1.867
H -1.170 0.681 2.065
H 0.331 -0.233 1.719
H -0.431 -0.136 3.379
*
```

These are the natural (NBO) partial charges, in e, on atoms 1 to 4:
1. C -0.388
2. C -0.610
3. C -0.606
4. H 0.180


--- R ---
Molecular formula: C5H11O2
Method: DFT, ωB97M-V with the def2-TZVPD basis set

HOMO energy = -0.142 hartree
orbital gap = 7.98 eV

Geometry as ORCA input:
```
! RIJCOSX wB97M-V def2-TZVPD def2/J DEFGRID3
* xyz -1 1
C -2.297 -1.310 0.856
C -1.522 -0.801 2.029
H -2.719 -0.430 0.333
H -1.607 -1.790 0.109
H -2.935 -2.152 1.053
H -1.282 0.250 1.982
H -2.015 -0.984 3.013
H -0.554 -1.320 2.130
C 1.121 0.435 -1.645
C -0.268 0.912 -2.031
C 1.287 0.396 -0.117
O 0.363 -0.341 0.364
O 2.180 0.977 0.507
H 1.171 -0.685 -1.979
H 1.985 0.933 -2.178
H -0.433 0.821 -3.142
H -0.432 1.933 -1.712
H -1.000 0.241 -1.547
*
```

These are the natural (NBO) partial charges, in e, on atoms 1 to 4:
1. C -0.626
2. C -0.603
3. H 0.199
4. H 0.227


Most stable structure, least stable structure: Q, P.


--- P ---
Molecular formula: C5H11O2
Method: DFT, ωB97M-V with the def2-TZVPD basis set

HOMO energy = -0.127 hartree
orbital gap = 7.38 eV

Geometry as ORCA input:
```
! RIJCOSX wB97M-V def2-TZVPD def2/J DEFGRID3
* xyz -1 1
C 1.108 0.584 -0.501
O 1.078 -0.770 -0.790
C -0.151 1.492 -0.777
C -1.124 1.731 0.381
C -1.456 0.342 0.905
C -2.678 -0.269 0.955
H 1.301 0.766 0.619
H 1.984 0.966 -1.003
H -0.735 1.047 -1.503
H 0.155 2.486 -1.283
H -0.521 2.098 1.123
H -2.003 2.423 0.298
H -0.599 -0.405 0.914
H -3.538 0.370 0.566
H -2.821 -1.264 1.288
H 1.901 -1.860 -0.581
H 2.037 -2.775 0.663
O 2.503 -2.621 -0.070
*
```

These are the natural (NBO) partial charges, in e, on atoms 1 to 4:
1. C -0.027
2. O -0.942
3. C -0.415
4. C -0.453


--- Q ---
Molecular formula: C5H11O2
Method: DFT, ωB97M-V with the def2-TZVPD basis set

HOMO energy = -0.134 hartree
orbital gap = 7.45 eV

Geometry as ORCA input:
```
! RIJCOSX wB97M-V def2-TZVPD def2/J DEFGRID3
* xyz -1 1
C -1.358 0.342 -0.544
C -0.603 -0.827 -1.186
C -2.507 -0.270 0.211
H -0.617 0.888 0.218
H -1.576 1.030 -1.302
H -0.907 -1.174 -2.146
H -0.514 -1.761 -0.614
H -3.137 -0.517 -0.600
H -2.409 -1.306 0.612
H 0.391 -0.539 -1.460
H -2.908 0.360 1.103
C 2.347 1.156 0.602
C 2.366 -0.308 1.052
O 3.413 -0.832 0.794
O 1.441 -0.742 1.688
H 2.001 1.837 1.535
H 1.444 1.259 0.043
H 3.132 1.405 -0.007
*
```

These are the natural (NBO) partial charges, in e, on atoms 1 to 4:
1. C -0.409
2. C -0.616
3. C -0.613
4. H 0.219


Most stable structure, least stable structure: Q, P.